ORCA calculation (ωB97M-V/def2-TZVPD) on a structure of composition C36H48N11O5SiSr.

Computed properties:
Calculated total energy   -2699.517503 a.u.
HOMO level   -10.921 eV
Charge   +1
LUMO level   -2.1 eV
Spin multiplicity   1

Atoms and positions in Å:
Sr  0.477  1.176  0.585
C  3.912  -2.676  -2.897
N  3.573  -1.620  -1.947
C  2.413  -0.984  -1.781
N  2.429  -0.299  -0.648
C  3.674  -0.564  -0.157
N  4.387  -1.370  -0.904
C  3.706  -4.023  -2.237
C  4.720  -4.958  -2.090
C  4.498  -6.117  -1.353
C  3.283  -6.333  -0.721
C  2.264  -5.401  -0.879
C  2.474  -4.272  -1.657
C  0.989  -5.425  -0.162
N  -0.142  -4.985  -0.594
N  -0.969  -4.895  0.509
C  -0.281  -5.284  1.530
O  0.964  -5.668  1.174
C  -0.615  -5.112  2.944
C  -0.127  -5.934  3.954
C  -0.378  -5.604  5.276
C  -1.067  -4.438  5.593
C  -1.549  -3.615  4.585
C  -2.181  -2.273  4.875
N  -1.337  -1.207  4.342
C  -1.319  -0.723  3.101
N  -0.250  0.039  2.927
C  0.358  -0.018  4.149
N  -0.255  -0.781  5.019
C  -1.346  -3.976  3.264
H  4.947  -2.530  -3.198
H  3.270  -2.556  -3.769
H  1.597  -1.033  -2.486
H  4.055  -0.150  0.762
H  5.694  -4.776  -2.527
H  5.294  -6.840  -1.243
H  3.133  -7.212  -0.108
H  1.664  -3.559  -1.748
H  0.451  -6.816  3.707
H  -0.009  -6.240  6.069
H  -1.211  -4.161  6.630
H  -2.281  -2.106  5.945
H  -3.161  -2.180  4.408
H  -2.083  -0.927  2.368
H  1.266  0.510  4.390
H  -1.706  -3.349  2.455
C  2.580  4.084  3.323
C  2.688  3.888  1.817
C  3.610  2.715  1.490
C  3.195  5.162  1.151
O  1.377  3.518  1.353
Si  0.506  4.021  -0.006
O  -0.704  3.002  0.030
O  0.235  5.615  -0.088
C  -0.803  6.383  0.558
C  -1.106  5.815  1.940
C  -0.266  7.801  0.665
C  -2.040  6.325  -0.329
O  1.602  3.587  -1.175
C  1.531  3.742  -2.600
C  1.739  5.209  -2.959
C  0.185  3.248  -3.120
C  2.663  2.890  -3.160
H  3.560  4.294  3.754
H  2.173  3.188  3.796
H  1.916  4.919  3.548
H  4.629  2.907  1.827
H  3.623  2.544  0.411
H  3.258  1.810  2.003
H  4.168  5.430  1.562
H  2.504  5.985  1.328
H  3.295  5.021  0.075
H  -0.208  5.818  2.560
H  -1.472  4.789  1.860
H  -1.868  6.419  2.433
H  0.618  7.826  1.304
H  -1.020  8.465  1.089
H  0.009  8.173  -0.323
H  -2.376  5.291  -0.425
H  -1.809  6.713  -1.322
H  -2.847  6.921  0.098
H  0.941  5.819  -2.537
H  1.749  5.337  -4.042
H  2.689  5.562  -2.557
H  -0.634  3.833  -2.697
H  0.025  2.201  -2.846
H  0.147  3.332  -4.207
H  3.621  3.231  -2.764
H  2.693  2.951  -4.248
H  2.523  1.846  -2.867
N  -3.490  -3.354  -0.073
C  -3.238  -2.035  -0.230
C  -1.928  -1.528  -0.178
N  -1.684  -0.226  -0.242
C  -2.720  0.607  -0.397
C  -4.006  0.089  -0.487
N  -4.273  -1.205  -0.396
H  -2.733  -4.021  0.008
H  -4.428  -3.671  -0.248
H  -1.084  -2.204  -0.076
H  -2.506  1.668  -0.442
H  -4.854  0.749  -0.629